[1]
21
Properties=species:S:1:pos:R:3:nbo_charge:R:1 method="wB97M-V/def2-TZVPD" de_lowest_kcal_mol=60.5 gap_ha=0.3408 charge=0 e_lumo_ev=0.5072 smiles="CC=C(C)C.O.O"
O -2.568 1.930 -3.462 -0.94
H 3.289 0.742 -0.450 0.22
H -1.038 1.209 0.263 0.20
C 0.906 0.653 -0.302 -0.01
H 2.449 0.685 -2.016 0.22
C 0.513 -0.633 -0.500 -0.15
C -0.097 1.703 -0.054 -0.67
C 2.316 1.004 -0.983 -0.64
H 0.081 2.224 0.834 0.22
H -0.325 -4.379 5.597 0.47
C -0.802 -1.293 -0.384 -0.66
O 0.268 -3.700 6.025 -0.93
H 0.811 -3.456 5.269 0.46
H -1.467 -0.461 -0.688 0.20
H 2.237 2.130 -1.074 0.21
H -0.904 -1.467 0.598 0.22
H -0.332 2.242 -0.985 0.23
H -0.802 -2.172 -1.045 0.22
H -2.870 1.470 -2.460 0.47
H -3.043 2.861 -3.410 0.47
H 1.376 -1.289 -0.771 0.18



[2]
64
Properties=species:S:1:pos:R:3:nbo_charge:R:1 method="wB97M-V/def2-TZVPD" gap_ha="0.2745 / 0.2529" charge=+2 multiplicity=4 e_lumo_ev="-5.8741 / -7.1685"
C 2.059 -3.685 -1.499 -0.08
H 2.411 -1.815 5.427 0.24
H 1.280 2.115 3.308 0.21
C 0.444 1.821 -2.493 0.38
H -2.393 0.347 2.667 0.23
C 0.909 1.486 2.562 0.25
C 1.104 -2.616 3.846 -0.13
H -2.981 1.643 -1.417 0.23
C 2.270 -1.589 -0.402 0.19
C 0.342 -0.982 2.328 0.45
C -2.872 0.187 1.685 -0.42
H -4.227 1.337 -0.251 0.22
C 2.080 2.359 -4.220 -0.10
C -3.280 0.933 -0.668 -0.22
H -1.957 4.517 1.002 0.26
C -2.588 2.538 1.010 -0.24
C 1.337 2.740 -3.062 -0.26
C 1.765 -0.308 4.093 -0.12
N -1.058 -0.540 -1.513 -0.56
H -2.923 2.648 2.074 0.23
H 3.267 -5.243 -0.503 0.26
N 0.271 1.970 1.565 -0.51
H -0.195 -3.081 2.235 0.24
C 1.726 -2.366 -1.454 -0.25
H 2.302 0.418 4.696 0.23
C 0.260 0.584 -3.158 -0.25
C -3.513 -0.496 -1.141 -0.44
N -2.381 1.132 0.561 -0.47
C 1.854 -1.625 4.553 -0.25
C 0.399 -2.303 2.748 -0.32
H 1.080 -1.886 -2.094 0.24
H 2.502 0.620 -5.555 0.24
N 2.991 -2.119 0.529 -0.46
H 0.746 -0.640 -4.800 0.22
H -3.455 2.904 0.506 0.23
H 3.429 -1.587 1.285 0.46
C -0.698 -0.366 -2.774 0.22
H -2.091 -1.989 -0.358 0.22
C 1.940 1.084 -4.755 -0.25
H -2.606 -0.818 1.449 0.23
H -1.114 -0.993 -3.605 0.22
C 1.073 0.222 -4.263 -0.13
O -0.109 2.123 -1.336 -0.73
Re -0.320 0.679 0.024 1.60
C -1.481 3.537 0.757 -0.45
C 2.888 -4.245 -0.437 -0.22
C 1.047 0.081 2.932 -0.28
H -2.423 -2.208 -1.962 0.23
O -0.385 -0.801 1.282 -0.72
H -3.908 0.375 1.907 0.22
H 0.693 3.888 0.889 0.24
H -4.005 -0.404 -2.119 0.25
H 2.784 3.126 -4.555 0.24
C -0.095 3.393 1.450 -0.23
H 1.783 -4.358 -2.317 0.25
H -1.291 3.543 -0.351 0.25
C -2.251 -1.392 -1.285 -0.24
H -0.117 3.809 2.466 0.22
H 1.128 -3.623 4.178 0.23
C 3.303 -3.412 0.555 0.06
H 1.487 3.785 -2.788 0.25
S 2.071 0.209 -0.417 -0.09
H -4.184 -0.980 -0.441 0.24
H 3.872 -3.681 1.425 0.24



[3]
22
Properties=species:S:1:pos:R:3:nbo_charge:R:1 method="wB97M-V/def2-TZVPD" gap_ha=0.1270 charge=+2 e_lumo_ev=-13.3435
H -21.691 7.314 -2.918 0.29
H -22.544 2.388 -2.145 0.27
C -23.915 2.649 -0.197 0.80
C -25.023 2.200 -1.176 -0.70
O -21.439 3.689 -0.163 -0.86
O -23.020 3.193 -4.536 -0.53
O -21.167 6.456 -0.543 -0.58
H -25.216 3.000 -1.891 0.27
C -22.480 3.899 -3.591 0.48
H -25.977 1.998 -0.688 0.30
C -22.158 3.378 -2.336 -0.43
H -23.119 3.696 -5.348 0.54
C -21.861 6.260 -2.757 -0.26
O -23.881 3.763 0.327 -0.63
Al -22.039 3.043 1.268 2.12
H -21.328 5.950 0.257 0.47
O -22.350 5.778 -5.058 -0.38
H -24.762 1.264 -1.670 0.27
C -22.263 5.403 -3.915 0.45
O -22.844 2.040 -0.268 -0.68
C -21.659 4.238 -1.231 0.55
C -21.526 5.693 -1.581 0.25



[4]
25
Properties=species:S:1:pos:R:3:nbo_charge:R:1 method="wB97M-V/def2-TZVPD" de_lowest_kcal_mol=54.2 gap_ha=0.4170 charge=+1 e_lumo_ev=-2.7611
N 0.019 -2.218 -0.774 -0.90
H -1.499 -0.937 1.029 0.21
H 0.118 1.980 3.471 0.47
H -1.561 0.750 1.032 0.25
H 0.827 0.626 0.802 0.24
H 2.694 -1.512 -1.133 0.24
H 2.951 -0.308 -0.048 0.24
C 0.278 -0.015 0.147 -0.46
H -2.023 0.699 -1.330 0.47
H 0.769 -2.757 -1.239 0.40
H 0.811 -1.836 1.256 0.20
H -0.655 3.182 -2.767 0.51
H -0.505 -2.971 -0.277 0.39
H -2.789 -0.771 -0.817 0.43
H -1.192 -1.006 -1.396 0.49
H 0.369 0.334 -0.913 0.23
H 2.962 -1.693 0.784 0.24
H -0.090 3.166 2.533 0.47
C -1.135 -0.151 0.515 -0.18
O -0.776 2.684 -1.921 -1.00
C 0.935 -1.396 0.213 -0.03
C 2.420 -1.248 -0.123 -0.68
O -0.625 2.481 2.981 -0.94
H -0.420 3.202 -1.113 0.50
N -1.881 -0.283 -0.913 -0.78



[5]
59
Properties=species:S:1:pos:R:3:nbo_charge:R:1 method="wB97M-V/def2-TZVPD" de_lowest_kcal_mol=1.4 gap_ha="0.2734 / 0.2731" charge=+1 multiplicity=2 e_lumo_ev="-3.0209 / -3.0267"
H 0.397 5.718 2.745 0.22
H 1.427 -3.395 0.582 0.20
H 2.465 -0.944 2.920 0.20
S 2.607 2.448 -0.018 1.27
C -1.152 -1.988 1.350 -0.24
H -1.983 -1.328 1.594 0.23
N 0.741 -0.458 1.783 -0.63
Te -3.552 1.217 1.812 0.91
H -1.681 7.357 0.097 0.23
H 2.913 3.375 -2.181 0.25
C -5.519 0.643 1.573 -0.60
H -1.485 -3.018 1.511 0.21
O -2.366 3.010 -1.426 -0.93
C 2.195 -0.526 1.947 -0.23
H 4.230 3.794 -1.035 0.25
C -6.012 -0.416 0.868 -0.25
C 0.700 4.260 -0.822 -0.21
H 1.843 -3.553 -1.104 0.22
C 0.021 -1.662 2.259 -0.24
C 0.482 5.309 1.745 -0.20
Mn 0.294 -0.009 -0.233 1.12
C -0.210 5.263 -0.553 -0.18
H 2.572 0.495 1.919 0.21
H -0.349 -1.511 3.275 0.22
H -0.938 7.641 1.676 0.23
H -0.206 -2.579 -1.850 0.22
H 0.747 3.829 -1.815 0.23
C 1.503 3.786 0.209 -0.24
O -0.883 1.702 0.597 -1.07
O 1.839 1.268 -0.615 -1.05
C 1.396 4.296 1.496 -0.20
H 2.400 -1.353 -1.189 0.40
S -6.771 1.545 2.310 0.50
H 4.145 2.151 -1.739 0.25
H 0.730 -2.487 2.311 0.20
C 3.567 3.007 -1.394 -0.80
N -0.822 -1.739 -0.066 -0.62
H -1.696 -1.569 -0.558 0.41
C -1.346 6.877 1.015 -0.64
C -0.136 -2.823 -0.788 -0.23
Se -1.841 1.637 -0.768 2.71
C -0.332 5.803 0.729 0.03
H -5.395 -1.101 0.304 0.23
H 3.713 -0.805 0.451 0.22
O -0.970 0.618 -1.753 -1.02
H -2.222 6.449 1.505 0.23
C 2.840 -1.347 0.812 -0.23
H 2.022 3.911 2.293 0.22
H -8.021 -1.255 0.451 0.24
C -7.970 0.493 1.711 -0.41
H 0.381 0.362 2.261 0.40
O -3.172 0.702 -0.148 -1.02
H -9.007 0.660 1.954 0.25
H 3.204 -2.303 1.191 0.20
N 1.928 -1.571 -0.320 -0.65
C 1.321 -2.914 -0.389 -0.23
C -7.432 -0.494 0.941 -0.25
H -0.856 5.619 -1.346 0.23
H -0.640 -3.781 -0.633 0.21



[6]
60
Properties=species:S:1:pos:R:3:nbo_charge:R:1 method="wB97M-V/def2-TZVPD" de_lowest_kcal_mol=1.7 gap_ha=0.3613 charge=0 e_lumo_ev=0.9017
H 3.278 1.179 -2.148 0.21
H 0.374 0.247 -2.268 0.20
C 0.981 1.593 -0.702 -0.39
H -2.377 -0.479 0.677 0.21
H -3.450 2.117 -0.983 0.20
C -2.012 3.335 1.098 -0.44
H -1.419 -2.728 -1.143 0.19
H 5.906 1.517 2.428 0.22
C -0.643 -2.622 0.874 -0.40
C 2.795 -0.865 -1.682 -0.51
H 3.681 -1.330 -2.121 0.24
C -4.439 0.203 -1.037 -0.38
C -4.178 1.568 -0.387 -0.45
H 4.477 -0.469 1.880 0.20
H -1.620 -5.966 0.805 0.21
O 3.974 0.262 0.020 -0.52
C -2.568 -1.250 -0.070 -0.40
H -0.955 -4.163 2.326 0.20
H 0.071 3.813 0.778 0.20
H -0.096 -5.268 0.253 0.20
H 6.419 0.780 0.903 0.21
H -0.704 2.785 -1.301 0.19
C 4.342 0.496 1.379 -0.07
C 1.126 1.025 -2.111 -0.39
C 3.084 -0.707 -0.207 0.81
H -1.603 -4.874 -0.574 0.20
C -3.175 -0.613 -1.319 -0.40
C -3.734 1.469 1.039 -0.18
C -0.556 2.920 0.834 -0.38
H -0.656 -1.889 1.685 0.20
H 1.189 0.817 0.037 0.20
H -3.291 -1.951 0.351 0.19
H 0.405 -2.856 0.675 0.22
C -1.256 -1.976 -0.369 -0.40
H -1.128 1.300 -0.444 0.20
H -2.419 -3.698 1.466 0.19
H -4.260 0.714 1.612 0.20
C -2.826 2.209 1.660 -0.18
H 1.957 -1.557 -1.788 0.23
C -0.427 2.134 -0.467 -0.39
H -2.452 3.715 0.175 0.20
H -0.197 2.312 1.668 0.20
O 2.617 -1.399 0.661 -0.61
H 1.714 2.394 -0.562 0.19
H 2.580 0.261 -3.485 0.21
H 3.521 1.027 1.875 0.18
C -1.156 -5.071 0.397 -0.61
C 2.510 0.451 -2.412 -0.39
C -1.351 -3.892 1.344 -0.39
C 5.617 1.319 1.400 -0.62
H -5.118 2.133 -0.410 0.22
H -0.542 -1.250 -0.762 0.19
H -2.435 0.031 -1.801 0.19
H -2.019 4.149 1.828 0.21
H -5.109 -0.379 -0.401 0.19
H 5.461 2.263 0.885 0.21
H -4.953 0.377 -1.985 0.20
H -2.618 1.997 2.702 0.19
H 0.922 1.824 -2.830 0.20
H -3.424 -1.406 -2.029 0.20



[7]
102
Properties=species:S:1:pos:R:3:mulliken_charge:R:1 method="wB97M-V/def2-TZVPD" de_lowest_kcal_mol=75.0 gap_ha=0.1899 charge=-1 e_lumo_ev=2.2958
H -2.164 -5.028 1.287 0.09
H 0.393 -5.285 -0.387 0.29
H -1.906 0.675 -5.331 0.31
O 1.976 -3.579 1.548 -0.39
H 2.025 3.433 1.245 -0.77
C 3.818 3.489 1.792 -1.48
O -1.082 3.256 -2.806 -0.33
H -3.157 1.496 0.184 0.01
C -1.686 2.517 1.948 0.40
C -0.205 -4.829 0.402 0.50
C -3.592 1.419 1.181 -0.36
H 2.997 -2.746 -4.164 0.41
O -2.495 -1.471 0.108 -0.27
C -0.839 0.860 -5.204 -0.38
O -3.883 -2.581 -1.333 -0.40
H 1.410 5.457 3.744 0.37
C 0.371 5.128 3.737 -1.69
H -3.979 -3.558 2.752 0.32
H -0.295 -3.775 0.142 -0.21
H 3.746 4.548 2.040 0.38
H 0.365 -0.977 -0.536 -0.44
H -1.399 -3.765 -2.165 -0.13
H 0.832 0.934 2.852 -1.53
H 2.872 -5.538 4.808 0.20
H 2.648 3.361 -4.717 0.27
O -1.248 3.528 2.802 -0.43
H -0.237 0.585 -0.797 -0.29
H -0.359 1.081 -6.158 0.20
H 2.589 -1.047 4.316 0.16
H 0.130 4.742 4.727 0.38
H 2.794 0.764 4.223 0.25
C -0.047 -0.922 3.106 -0.79
O 1.607 -5.007 3.322 -0.35
O 2.670 4.061 -2.630 -0.44
H -0.318 5.939 3.500 0.36
H 1.078 3.637 -3.780 -0.06
H -3.071 -2.151 2.393 0.04
H -0.531 3.623 -0.878 -0.27
H 2.785 1.940 0.640 0.41
C 0.811 -1.551 -3.211 -0.54
H 2.972 -3.819 4.156 0.13
H 1.273 -3.365 -2.473 -0.11
C 2.100 -0.077 4.227 -1.63
H -0.562 -0.577 4.003 0.50
O 0.366 -5.149 1.608 -0.33
H -0.927 -0.349 0.273 0.08
C -2.215 -3.634 -2.876 -0.87
C 2.395 3.201 -1.637 0.55
O 1.815 -2.010 -1.032 -0.65
H -2.069 -5.310 -0.473 0.30
H -0.408 -0.024 -4.735 0.15
O -4.222 -2.869 0.832 -0.43
O 1.672 2.199 -1.658 -0.35
H 3.595 -5.306 3.264 0.33
H 0.850 -1.804 -4.270 0.50
H -0.838 5.694 -2.081 0.40
H 2.103 4.924 -4.434 0.27
H -4.671 1.570 1.187 0.39
C -3.053 -2.350 -2.430 0.44
H -2.358 -1.514 -2.353 -0.29
H 1.570 0.036 5.173 0.41
H -0.143 -1.688 -2.702 -0.33
C -1.574 -5.472 0.485 -1.19
O 2.978 3.721 -0.533 -0.43
H 0.268 4.440 1.702 0.19
C -4.023 -2.635 2.175 -0.50
O -1.716 1.047 -2.522 -0.60
H 0.599 0.025 0.652 -0.44
H 3.682 2.976 2.745 0.23
C -3.454 -2.246 -0.099 0.58
C 1.257 -0.065 2.945 2.62
C 0.124 4.023 2.699 0.50
C -1.373 3.755 -1.558 0.94
H -4.779 -1.997 2.635 0.33
H -1.667 -3.368 -3.780 0.44
H -0.693 -0.659 2.269 -0.14
C 2.852 -4.880 3.938 -0.52
H -1.574 5.634 -0.565 0.41
H -2.769 -4.551 -3.074 0.37
C 2.873 3.025 0.694 1.11
H 1.184 -0.527 -3.193 -0.08
H 3.761 -3.379 -2.671 0.39
H 0.275 -1.963 3.086 -0.06
H -3.367 0.379 1.420 0.09
H -2.641 5.434 -1.983 0.34
C 2.108 3.939 -3.967 -0.22
C 1.416 -4.487 2.154 0.70
C -1.206 2.007 -3.161 0.79
C 1.802 -2.419 -2.357 0.64
N -0.023 -0.139 -0.127 2.15
H -2.138 3.208 -1.007 -0.02
O -2.970 2.174 2.138 -0.43
H -1.435 -6.533 0.691 0.44
C 3.160 -2.577 -3.099 -1.72
O -0.964 2.051 1.091 0.50
H 0.789 3.187 2.914 -0.01
O 2.022 -0.366 1.798 -0.79
H -3.708 -2.132 -3.274 0.32
C -1.662 5.204 -1.563 -1.66
H 4.876 3.438 1.533 0.40
O -0.760 1.988 -4.472 -0.23
H 3.807 -1.702 -3.030 0.33



[8]
86
Properties=species:S:1:pos:R:3:mulliken_charge:R:1 method="wB97M-V/def2-TZVPD" de_lowest_kcal_mol=0.0 gap_ha="0.2342 / 0.1683" charge=+2 multiplicity=3 e_lumo_ev="-7.1441 / -8.8857"
N 0.893 -2.298 3.215 0.15
H -3.131 1.139 -2.680 0.23
C -0.957 4.493 1.371 -0.34
H -0.839 -1.919 -4.737 0.31
C 0.245 -4.465 -2.049 -0.86
H -1.136 6.282 2.556 0.41
C 1.979 -3.311 -3.288 -0.71
H 3.985 -0.520 -0.968 0.73
C -4.731 3.895 -1.107 -0.68
H -2.375 -1.793 -6.647 0.43
H 2.415 -3.372 0.652 0.76
H -1.261 -2.126 1.152 0.66
C -0.641 4.575 3.780 -0.64
C 4.000 -1.147 2.681 -1.32
H 2.565 -0.043 3.914 0.65
C -3.837 0.548 -4.638 -0.75
C 0.061 -2.089 -2.476 -0.26
H 1.775 1.469 2.169 0.80
H -0.572 -2.962 5.904 0.33
C -3.778 3.085 -0.484 -0.35
H 0.854 2.705 -1.109 0.78
H -1.593 -0.415 1.561 0.54
C 2.785 -0.311 2.870 -0.37
H -1.041 4.025 -2.286 0.41
H -0.516 1.364 2.696 0.46
C 3.008 -0.194 -0.553 -1.04
P -0.821 -0.566 -2.077 0.18
P -1.222 1.967 0.010 0.35
C -3.036 4.799 -2.554 -0.83
C 1.315 -3.630 3.416 0.08
H 1.626 -1.205 -3.706 0.48
C -3.637 -0.269 -5.760 -0.51
C 0.375 -1.738 4.377 0.29
H 4.088 -1.810 3.556 0.46
C 3.233 0.806 0.588 -1.20
H 1.070 -2.401 6.306 0.28
H 4.299 0.804 0.890 0.32
H 1.617 -1.856 -0.985 -0.01
C -0.762 3.095 1.385 0.41
C -0.941 -1.079 0.969 0.05
C -4.372 4.747 -2.148 -0.46
C 1.482 -4.472 -2.691 -0.56
H 4.940 -0.559 2.722 0.47
C 2.326 0.599 1.806 0.08
H 3.050 1.814 0.176 0.51
H 1.942 -4.338 5.372 0.30
O 1.816 -4.360 2.572 -0.55
H 2.516 0.311 -1.400 0.03
H 2.061 -5.397 -2.738 0.45
C -1.907 -0.439 -3.555 0.68
H -5.768 3.856 -0.772 0.42
C -0.525 2.457 2.619 -0.51
H 0.314 -4.865 4.852 0.31
H -0.649 5.134 4.716 0.42
C -0.908 5.215 2.571 -0.65
H -5.124 5.368 -2.643 0.41
C 0.430 -2.777 5.492 -0.50
H -4.074 2.435 0.342 0.38
H 0.969 0.948 -2.884 0.65
H -1.432 -3.258 -1.420 0.56
H -2.737 5.479 -3.350 0.45
C 0.134 1.877 -1.143 -0.27
H 4.750 -1.763 0.704 0.36
C 4.008 -2.090 1.456 -1.11
W 1.018 -1.032 1.513 0.45
H -4.327 -0.233 -6.604 0.41
C 2.674 -2.333 0.826 -0.94
C -0.473 -3.281 -1.935 0.05
H 2.941 -3.336 -3.798 0.49
H -0.207 2.669 4.728 0.52
O -0.021 -0.564 4.470 -0.50
H -1.250 4.990 0.446 0.46
C -2.978 0.483 -3.545 -0.12
H 4.391 -3.062 1.813 0.43
H -4.679 1.239 -4.625 0.45
C 0.265 0.857 -2.050 -0.69
H -1.081 -0.841 -0.121 -0.83
H -0.159 -5.377 -1.615 0.49
C -2.552 -1.151 -5.785 -0.79
C 1.019 -4.019 4.862 -0.48
C 1.255 -2.113 -3.227 0.07
C -2.075 3.978 -1.941 0.03
C 2.166 -1.399 -0.180 1.05
C -2.431 3.101 -0.904 0.04
C -1.684 -1.228 -4.699 -0.36
C -0.416 3.197 3.801 -0.75